ORCA calculation (ωB97M-V/def2-TZVPD) on a molecular structure, C15H16ClF3N3O6OsS2.

Structure (XYZ):
```
47
Properties=species:S:1:pos:R:3
Os 1.08 -0.17 -0.26
O 0.99 0.89 1.32
N 2.06 0.85 2.16
C 1.79 1.10 3.46
C 2.81 1.13 4.36
C 4.12 0.89 3.91
C 4.35 0.62 2.59
C 3.28 0.59 1.67
S 3.42 0.29 -0.01
H 0.74 1.25 3.68
H 2.58 1.33 5.40
H 4.94 0.92 4.61
H 5.34 0.41 2.22
C 1.33 0.10 -5.37
O 1.28 1.27 -4.52
C 1.19 1.00 -3.23
O 1.19 -0.11 -2.74
N 1.08 2.12 -2.47
N 1.14 1.94 -1.07
H 1.46 0.48 -6.38
H 0.40 -0.46 -5.28
H 2.17 -0.53 -5.09
H 1.18 3.04 -2.86
H 0.34 2.39 -0.65
H 2.01 2.32 -0.71
F -2.08 -3.13 0.39
C -1.13 -2.72 1.21
F -1.42 -1.52 1.68
F -1.04 -3.55 2.25
S 0.49 -2.80 0.33
O 1.39 -1.87 1.08
O 0.78 -4.19 0.29
O 0.32 -2.14 -0.99
Cl -3.06 -1.58 -2.50
C -3.59 -0.78 -1.03
C -4.89 -0.99 -0.61
C -5.35 -0.41 0.56
C -4.48 0.38 1.30
C -3.19 0.59 0.86
C -2.69 0.04 -0.33
C -1.36 0.34 -0.80
H -5.54 -1.63 -1.20
H -6.37 -0.58 0.89
H -4.81 0.83 2.23
H -2.51 1.21 1.45
H -0.96 -0.11 -1.70
H -0.81 0.98 -0.12
```

Computed properties:
2S+1: 2
net charge: 0
expectation value of S²: 0.765
Kohn-Sham gap (alpha / beta): 5.6 / 5.7 eV


ORCA calculation (ωB97M-V/def2-TZVPD) on a molecular structure, C2H20O11V.

Structure (XYZ):
```
34
Properties=species:S:1:pos:R:3
O -0.73 -0.68 -0.94
V 0.39 0.34 -0.39
O 0.95 -0.40 0.94
C 4.90 -1.49 -1.56
O 3.85 -0.93 -2.25
H 5.52 -2.20 -2.09
H 5.59 -0.75 -1.16
H 4.51 -1.95 -0.65
C -1.11 3.83 -3.81
O -0.11 2.97 -3.36
H -0.85 4.87 -4.04
H -1.69 3.41 -4.63
H -1.87 3.78 -3.03
O 5.21 1.40 2.68
H 6.01 1.78 2.32
H 5.24 0.48 2.42
O -2.40 -5.51 -0.26
H -3.07 -5.50 0.41
H -2.75 -4.96 -0.96
O -1.92 2.44 1.15
H -2.69 2.00 1.49
H -2.00 3.34 1.48
O 0.74 -1.85 6.03
H 1.32 -1.72 6.78
H 0.76 -1.02 5.56
O 2.05 3.37 0.98
H 1.75 4.19 1.36
H 2.78 3.09 1.54
O -4.66 -3.58 -3.31
H -4.49 -2.79 -2.79
H -5.61 -3.62 -3.40
O -4.95 -0.53 1.32
H -5.46 -1.21 1.77
H -5.21 -0.61 0.40
```

Computed properties:
2S+1: 1
net charge: -1
Kohn-Sham gap: 3.3 eV


Relative energy (zero: lowest compared OMol25 entry of this formula, charge and spin) across the listed records, respectively: 66.7; 183.5 kcal/mol.